DFT (wB97M-V/def2-TZVPD) results for 7 unconnected molecules or ions with the total composition C23H60ClO8S7.

Each line ends with the Löwdin charge.
Cartesian coordinates (Å):
Cl -3.3193 -1.1391 1.8819  0.581
S 4.6428 2.1416 2.4022  0.809
S -6.0116 2.0248 -7.0491  0.809
S -0.5246 -5.8772 4.3651  0.845
S -0.2346 1.0261 -5.6664  0.824
S 4.8472 6.6142 4.8785  0.821
S 0.0194 -1.1855 6.7242  0.821
S -0.5186 -1.9334 -1.3193  1.184
O 3.0792 0.1681 -3.4199  -0.063
O 0.2648 -2.5493 7.2690  -0.557
O 3.7187 0.9676 2.3352  -0.582
O -0.7338 -4.6485 3.5291  -0.579
O -1.1294 0.5626 -4.5672  -0.554
O -0.3536 -2.9797 -2.5070  -0.353
O 4.6480 5.9307 3.5705  -0.567
O -5.1129 0.8410 -6.9849  -0.566
C -0.6079 2.7463 -5.9969  -0.251
C -0.6204 -2.3918 -3.8279  -0.219
C 0.6903 -1.1895 5.0568  -0.259
C 1.3114 -0.2194 -0.3048  -0.237
C -2.1424 -6.3379 4.9855  -0.262
C 1.2669 -0.1092 7.4350  -0.267
C -1.3155 -2.9332 -0.0786  -0.299
C -3.0063 -1.4539 -3.4247  -0.269
C 0.1426 -5.3124 5.9236  -0.268
C -2.2315 -2.5177 2.2182  -0.594
C 6.3193 5.8976 5.6142  -0.267
C 3.7634 3.5381 1.7109  -0.275
C 5.8016 1.9494 1.0467  -0.261
C -7.5508 1.5443 -6.2598  -0.266
C 3.6801 5.8766 6.0268  -0.270
C 3.0759 0.5030 -2.0343  -0.240
C 1.6564 0.6920 -1.4788  -0.167
C -0.9067 0.3731 -7.1956  -0.244
C -2.0877 -2.4235 -4.1870  -0.181
C 1.1384 -1.6905 -0.6945  -0.289
C -4.2373 -1.0435 -4.2384  -0.087
C -5.4792 3.1509 -5.7532  -0.268
C -0.9854 -2.4598 1.3477  -0.301
H -2.1364 -2.2671 -5.2639  0.114
H 1.0569 -0.0200 8.4985  0.052
H -8.0250 0.7978 -6.8928  0.052
H 0.6442 -0.1819 4.6429  0.057
H -2.6101 -5.4724 5.4546  0.063
H -2.7782 -3.4404 2.0451  0.080
H -4.5247 -0.0290 -3.9672  0.065
H -1.9671 -2.4772 3.2674  0.051
H 1.2062 0.8720 6.9646  0.053
H -5.0906 -1.6741 -3.9838  0.075
H 2.2528 -0.5491 7.2868  0.060
H -1.6765 2.8550 -6.1833  0.052
H 0.1832 -6.1493 6.6210  0.063
H -2.7411 -6.6755 4.1422  0.050
H -7.3383 1.1185 -5.2792  0.056
H -2.3822 -2.8149 -0.2785  0.084
H -0.3332 0.7664 -8.0342  0.061
H -0.2465 -3.1087 1.8140  0.097
H 2.6801 6.1658 5.7111  0.050
H -3.3398 -1.9726 -2.5182  0.095
H 2.3573 -0.4324 -3.5967  0.054
H 1.1475 -4.9388 5.7438  0.055
H 0.9265 0.5609 -2.2849  0.103
H -2.4419 -0.5838 -3.1030  0.068
H 6.2332 4.8110 5.6147  0.057
H -2.0314 -7.1498 5.7032  0.058
H 3.7808 4.7915 5.9994  0.056
H -0.6437 -1.4262 1.3148  0.085
H 2.0871 -0.1461 0.4580  0.109
H 6.4207 2.8426 0.9677  0.060
H 2.9611 3.7973 2.3969  0.051
H 5.2494 1.7844 0.1210  0.040
H 6.4377 6.2767 6.6290  0.056
H 0.0809 -1.8681 4.4611  0.025
H -8.1997 2.4153 -6.1710  0.056
H -1.9590 0.6498 -7.2808  0.059
H 7.1705 6.2018 5.0092  0.051
H 6.4321 1.0884 1.2581  0.052
H 1.8087 -1.9580 -1.5150  0.111
H -0.8100 -0.7104 -7.1661  0.048
H -0.4741 -4.5102 6.3191  0.032
H -0.3212 3.3226 -5.1199  0.054
H -0.1584 -1.4055 -3.9044  0.080
H 3.6118 -0.2514 -1.4493  0.118
H 3.3517 3.2624 0.7385  0.048
H -0.0292 3.0761 -6.8586  0.061
H -2.4150 -3.4444 -3.9682  0.126
H -6.1860 3.9769 -5.6775  0.056
H -5.4118 2.6123 -4.8079  0.053
H 3.6251 1.4404 -1.9858  0.113
H 1.5408 1.7199 -1.1343  0.115
H 3.8713 6.2566 7.0300  0.056
H -4.5000 3.5343 -6.0321  0.038
H -0.0811 -3.0365 -4.5227  0.132
H 1.7189 -1.5488 5.0805  0.065
H -4.0696 -1.1042 -5.3090  0.061
H 0.3969 0.1524 0.1653  0.106
H 1.3545 -2.3630 0.1330  0.107
H 4.4405 4.3863 1.6245  0.042
H -1.0634 -3.9785 -0.2602  0.121

Computed properties:
* Kohn-Sham gap: 8.721 eV
* LUMO energy: -1.974 eV
* HOMO energy: -10.7 eV
* charge: +1
* E: -129562.186 eV